Here is a single C4H7N molecule from OMol25. Energies are from the ωB97M-V functional and the def2-TZVPD basis.

The geometry in XYZ format:
```
12
Properties=species:S:1:pos:R:3:forces:R:3:lowdin_charge:R:1
C -2.609805 -0.698645 -0.047876 4.8 3.2 0.4 0.108
C -1.573491 -0.017023 0.063383 -3.4 -2.3 -0.4 -0.141
C -0.362330 0.798510 0.239261 -0.9 -0.6 2.4 -0.264
C 0.937807 0.281630 -0.374981 1.8 1.6 0.1 -0.308
N 1.507454 -0.967557 0.194292 -0.5 0.8 0.4 -0.020
H -3.428310 -1.239855 -0.368681 -1.2 -0.8 -0.2 -0.010
H -0.318447 1.029947 1.400541 0.5 -0.8 -2.1 0.154
H -0.542495 1.795531 -0.110824 -0.2 0.5 -0.7 0.090
H 0.934166 0.170461 -1.501767 -0.6 -0.1 1.3 0.124
H 1.529567 1.303735 -0.252198 0.0 -2.2 -0.1 0.121
H 2.135041 -1.450219 -0.445820 -0.2 0.4 0.6 0.057
H 1.790844 -1.006513 1.204666 -0.3 0.4 -1.8 0.089
```
Positions in Å, forces in eV/Å.

Summary:
- Highest occupied orbital energy: -0.33367 hartree
- Kohn-Sham gap: 10.11 eV
- Calculated total energy: -5748.74184 eV
- SMILES: C#CCCN
- Net charge: 0
- ΔE to the lowest compared entry with this formula, charge and spin: 61.7 kcal/mol
- Spin multiplicity: 1